a | The following is a DFT calculation (ωB97M-V with the def2-TZVPD basis set) of a structure of composition C49H66N8O2PSSbSiSr.

```
! wB97M-V def2-TZVPD RIJCOSX def2/J DEFGRID3
* xyz 0 1
Sr -0.82122 0.71154 -0.45789
C 2.36788 3.27314 -0.40079
C 1.04228 3.80594 -0.85759
C 0.95438 5.07084 -1.40959
C -0.30402 5.54414 -1.78529
C -1.40402 4.77364 -1.54109
C -1.25822 3.48294 -0.96369
N -0.02132 3.02304 -0.66729
N -2.26832 2.67404 -0.67809
Si -3.86652 3.22274 -0.42039
C -4.92622 3.87434 -1.89419
C -4.81472 1.73984 0.29101
C -3.87052 4.62454 0.89571
H 2.87008 3.98604 0.25101
H 3.01478 3.08574 -1.25959
H 2.20258 2.34144 0.13911
H 1.84148 5.66804 -1.55539
H -0.40622 6.51524 -2.25319
H -2.39422 5.10524 -1.80199
H -5.48982 3.07794 -2.37469
H -4.31202 4.34674 -2.65489
H -5.64452 4.61294 -1.54499
H -4.50032 0.82694 -0.20219
H -5.88342 1.85654 0.14931
H -4.62942 1.62324 1.35271
H -3.33532 5.49544 0.52881
H -3.37822 4.30204 1.81051
H -4.87992 4.93514 1.14881
O -2.21962 -1.04996 -0.52849
P -3.44392 -1.70606 -0.06329
N -4.71492 -1.54336 -1.11619
C -6.14582 -1.50736 -0.87389
C -6.77862 -1.33786 -2.26369
C -5.62062 -0.86836 -3.14679
C -4.43662 -1.60716 -2.53939
N -3.12662 -3.35736 0.13391
C -1.91902 -4.02066 -0.32389
C -1.96322 -5.39576 0.37011
C -3.41412 -5.54756 0.85981
C -4.14272 -4.38536 0.18111
N -3.95762 -1.09536 1.39391
C -2.86842 -0.72586 2.30081
C -3.47652 -0.77776 3.69951
C -4.58312 -1.81676 3.54871
C -5.12792 -1.47346 2.16611
H -6.38902 -0.66326 -0.22199
H -6.50292 -2.43216 -0.40429
H -7.60372 -0.62806 -2.24999
H -7.15592 -2.29756 -2.62379
H -5.46902 0.20644 -3.04469
H -5.76922 -1.11276 -4.19699
H -3.47622 -1.13866 -2.75259
H -4.40872 -2.64646 -2.90019
H -1.04662 -3.42526 -0.06129
H -1.93242 -4.15346 -1.41449
H -1.25962 -5.43596 1.19931
H -1.70182 -6.18726 -0.32959
H -3.46822 -5.44616 1.94321
H -3.84762 -6.50756 0.59011
H -5.01912 -4.04776 0.73201
H -4.45322 -4.68456 -0.83299
H -2.49472 0.27034 2.04901
H -2.04432 -1.44286 2.21291
H -3.90922 0.19074 3.94891
H -2.73642 -1.03776 4.45421
H -5.34402 -1.74716 4.32281
H -4.15642 -2.82146 3.55261
H -5.80862 -0.61346 2.23811
H -5.65932 -2.30386 1.70861
O 0.62428 -1.37926 -0.26239
S 0.47668 -1.44186 -1.75179
N 0.14578 -0.17576 -2.40209
C 4.68298 2.02954 -3.75159
C 5.84918 1.39264 -3.05699
C 7.13618 1.69474 -3.48639
C 8.24608 1.16904 -2.85059
C 8.07018 0.32314 -1.76949
C 6.78878 0.00994 -1.34679
C 5.67108 0.53544 -1.97409
Sb 3.66158 -0.01026 -1.27609
C 4.05698 -2.08226 -1.82739
C 4.79718 -2.92396 -1.01449
C 4.97078 -4.25956 -1.33569
C 4.37858 -4.76796 -2.47689
C 3.68198 -3.92036 -3.31949
C 3.53328 -2.57096 -3.02539
C 2.91128 -1.65726 -4.03659
C 4.27238 0.18574 0.82391
C 4.89898 1.39964 1.08481
C 5.13838 1.83344 2.37471
C 4.75228 1.04274 3.44141
C 4.14628 -0.17296 3.19441
C 3.88158 -0.60886 1.89921
C 3.20318 -1.93096 1.72161
H 4.99818 2.51704 -4.67129
H 4.23238 2.78444 -3.10699
H 3.91438 1.29734 -3.99079
H 7.26918 2.35874 -4.33149
H 9.23838 1.42294 -3.19759
H 8.92958 -0.08956 -1.25879
H 6.65968 -0.64826 -0.49929
H 5.26388 -2.52116 -0.12679
H 5.56428 -4.89906 -0.69799
H 4.48108 -5.81356 -2.72899
H 3.25268 -4.31206 -4.23129
H 2.49338 -2.21766 -4.86899
H 3.68438 -0.99786 -4.43259
H 2.12178 -1.04096 -3.60929
H 5.20718 2.02014 0.25301
H 5.61668 2.78604 2.54601
H 4.92558 1.36694 4.45631
H 3.85748 -0.79816 4.02941
H 2.68648 -2.21236 2.63721
H 3.92938 -2.71366 1.51071
H 2.48878 -1.89506 0.90211
N 0.82938 -0.35296 4.02581
C 0.45468 -0.52906 2.73151
N 0.28008 0.58734 2.09461
C 0.57328 1.58244 2.99281
C 0.58518 2.96304 2.83421
C 0.94158 3.72114 3.92841
C 1.27688 3.13874 5.15421
C 1.27778 1.76984 5.33061
C 0.92558 1.00104 4.23211
H 1.03948 -1.07006 4.69891
H 0.34848 -1.49716 2.28291
H 0.33158 3.40124 1.88061
H 0.96208 4.79624 3.83511
H 1.54428 3.77744 5.98181
H 1.55048 1.32574 6.27581
*
```

HOMO energy   -0.2518 Eh
Orbital gap   7.087 eV

b | The following is a DFT calculation (ωB97M-V with the def2-TZVPD basis set) of a structure of composition C49H66N8O2PSSbSiSr.

```
! wB97M-V def2-TZVPD RIJCOSX def2/J DEFGRID3
* xyz 0 1
Sr 0.53067 1.27552 -0.39199
C -1.15788 2.05865 3.62984
C -1.16359 3.02134 2.47459
C -1.06320 4.38324 2.67546
C -1.28679 5.20700 1.56796
C -1.61408 4.66885 0.34955
C -1.62008 3.25124 0.16328
N -1.37220 2.46250 1.27113
N -1.74817 2.58354 -0.98611
Si -2.65380 3.15567 -2.33551
C -4.45157 3.34730 -1.81715
C -2.05710 4.79026 -3.08505
C -2.55268 1.87676 -3.69648
H -2.18882 1.77530 3.85886
H -0.72772 2.50805 4.52597
H -0.59954 1.15823 3.37459
H -0.84402 4.78782 3.65385
H -1.20591 6.28387 1.66904
H -1.79413 5.31248 -0.50024
H -4.58295 4.10186 -1.03806
H -4.82211 2.39479 -1.43098
H -5.07500 3.62983 -2.66930
H -2.43331 5.67765 -2.57176
H -2.38764 4.85239 -4.12512
H -0.96419 4.83537 -3.08710
H -2.38941 0.88525 -3.27201
H -1.71487 2.07121 -4.36956
H -3.46575 1.85770 -4.29633
O 1.61514 1.13954 1.79281
P 2.45188 2.31581 2.18434
N 2.44730 2.41385 3.81080
C 2.83913 3.60539 4.58199
C 3.32585 3.04406 5.92236
C 2.63745 1.68150 6.02577
C 2.61884 1.17667 4.58878
N 4.01018 1.94832 1.69604
C 4.32730 0.97197 0.64160
C 5.81871 0.68240 0.82930
C 6.34748 1.94567 1.50755
C 5.21114 2.31209 2.45442
N 2.13059 3.89647 1.51995
C 1.65431 3.50409 0.14725
C 1.99291 4.53732 -0.87481
C 3.43314 4.78834 -0.36276
C 3.24090 4.85325 1.15822
H 1.97757 4.26515 4.70951
H 3.61757 4.18466 4.07980
H 3.06525 3.70660 6.74612
H 4.41110 2.92610 5.91876
H 1.61575 1.80225 6.39055
H 3.15588 0.99090 6.68883
H 1.80805 0.47855 4.38396
H 3.56039 0.67592 4.33284
H 4.14904 1.38879 -0.35825
H 3.72049 0.07066 0.74338
H 6.30893 0.46388 -0.11734
H 5.95207 -0.17759 1.48782
H 6.49512 2.74153 0.77370
H 7.28712 1.78775 2.03478
H 5.22579 3.36690 2.73070
H 5.28635 1.73315 3.38343
H 0.61022 3.28563 0.39384
H 2.29957 2.61117 -0.11397
H 1.34858 5.40550 -0.72499
H 1.93610 4.19598 -1.90550
H 3.91792 5.67133 -0.77385
H 4.04806 3.91694 -0.60632
H 2.86009 5.84251 1.42313
H 4.14725 4.68632 1.73331
O 1.61128 -0.08139 -4.57718
S 0.29078 -0.25323 -3.95886
N 0.11260 -0.00243 -2.51952
C -4.72050 -1.19701 -3.01240
C -4.55478 -2.58192 -3.58895
C -5.62067 -3.09724 -4.33332
C -5.57328 -4.36562 -4.87963
C -4.44548 -5.15391 -4.68459
C -3.38428 -4.65141 -3.95292
C -3.41126 -3.36567 -3.40515
Sb -1.78155 -2.71945 -2.11502
C -1.88430 -4.62091 -1.07504
C -0.93065 -5.62258 -1.24396
C -0.95116 -6.78100 -0.47978
C -1.93518 -6.95071 0.48169
C -2.90347 -5.97334 0.64474
C -2.89854 -4.81283 -0.12669
C -4.02967 -3.83221 0.04983
C -0.20458 -3.35525 -3.44784
C -0.46609 -3.56156 -4.80103
C 0.54887 -3.86442 -5.69784
C 1.85519 -3.95397 -5.24923
C 2.13244 -3.73095 -3.91015
C 1.12376 -3.42453 -3.00148
C 1.48349 -3.12220 -1.57539
H -5.57520 -1.16522 -2.33234
H -4.90813 -0.46843 -3.80316
H -3.84389 -0.85824 -2.46271
H -6.50276 -2.48261 -4.47886
H -6.41297 -4.74309 -5.44981
H -4.39694 -6.15551 -5.09329
H -2.51361 -5.27849 -3.79605
H -0.16354 -5.50999 -2.00168
H -0.19846 -7.54390 -0.63655
H -1.95216 -7.84016 1.09900
H -3.68404 -6.10962 1.38573
H -4.36653 -3.80297 1.08718
H -4.88179 -4.11661 -0.57290
H -3.75507 -2.81496 -0.23934
H -1.47776 -3.47571 -5.17510
H 0.31482 -4.01798 -6.74364
H 2.65853 -4.17886 -5.93916
H 3.15829 -3.76792 -3.56132
H 2.54718 -3.28771 -1.39674
H 0.91356 -3.73308 -0.87202
H 1.24776 -2.07941 -1.34662
N -1.77361 -0.91133 2.27630
C -1.44816 -0.92942 0.95934
N -0.37377 -1.61205 0.68423
C 0.05661 -2.08838 1.91936
C 1.15115 -2.88906 2.23664
C 1.34663 -3.21773 3.56417
C 0.47460 -2.76649 4.56684
C -0.62266 -1.97916 4.27072
C -0.81313 -1.65404 2.93242
H -2.51850 -0.37328 2.68124
H -2.01646 -0.35416 0.23779
H 1.81739 -3.24035 1.45961
H 2.18480 -3.84360 3.84156
H 0.66064 -3.05018 5.59461
H -1.29645 -1.63555 5.04509
*
```

HOMO energy   -0.2661 Eh
Orbital gap   7.333 eV

According to the calculations, the structures order from most to least stable as a, b.

a | The following is a DFT calculation (ωB97M-V with the def2-TZVPD basis set) of a cluster of 5 separate species, C20H55N5O5 in total.

```
! wB97M-V def2-TZVPD RIJCOSX def2/J DEFGRID3
* xyz 0 1
C 24.53450 -4.29982 1.60782
O 25.46998 -5.04361 0.77451
C 26.65919 -5.45607 1.40256
C 27.57075 -6.11432 0.35301
C 26.99670 -7.26907 -0.40322
N 28.82513 -6.48868 0.96774
H 23.52601 -4.59040 1.31354
H 24.58065 -3.22694 1.42097
H 24.72257 -4.43114 2.67341
H 27.13127 -4.59196 1.87006
H 26.33134 -6.09692 2.22106
H 27.87641 -5.41852 -0.42835
H 27.73560 -7.86054 -0.94384
H 26.31962 -6.93265 -1.18841
H 26.52205 -7.97493 0.27836
H 29.45743 -6.77271 0.23317
H 29.34267 -5.75079 1.42358
C 31.03911 -8.05549 -1.05538
O 31.34686 -6.68759 -1.06246
C 32.34108 -6.29027 -0.11725
C 33.16323 -5.06773 -0.66888
C 33.85913 -5.42406 -1.96090
N 34.20125 -4.57187 0.19844
H 30.91802 -8.33697 -0.00934
H 31.95980 -8.61020 -1.23624
H 30.19826 -8.52516 -1.56575
H 31.86904 -6.00138 0.82180
H 33.01958 -7.12392 0.06381
H 32.60221 -4.14326 -0.80575
H 34.48835 -6.31355 -1.92967
H 34.50129 -4.68798 -2.44454
H 33.05310 -5.58658 -2.67645
H 34.77369 -5.40194 0.25684
H 34.81318 -4.01757 -0.38326
C 30.75393 -2.94258 1.62533
O 30.31177 -3.99947 2.42752
C 29.61645 -3.57191 3.55553
C 28.94228 -4.71037 4.42608
C 28.15944 -3.95250 5.53974
N 29.80492 -5.63356 5.07309
H 29.89812 -2.77044 0.97260
H 31.70143 -3.26129 1.19087
H 30.90567 -2.01005 2.16891
H 30.32501 -3.06980 4.21427
H 28.94116 -2.80106 3.18423
H 28.14333 -5.24914 3.91665
H 28.69245 -3.25458 6.18542
H 27.41127 -4.56228 6.04622
H 27.53454 -3.24494 4.99480
H 30.47642 -6.07312 4.45992
H 29.28571 -6.40561 5.46609
C 29.09554 -15.23625 0.13700
O 29.07156 -13.79437 0.44790
C 27.78192 -13.29672 0.89041
C 27.73498 -11.78093 1.13189
C 26.58007 -11.26228 2.05845
N 27.69300 -11.07972 -0.12377
H 28.61629 -15.76574 0.96045
H 30.16807 -15.42588 0.09415
H 28.58297 -15.49001 -0.79088
H 27.10753 -13.51037 0.06118
H 27.35538 -13.85726 1.72224
H 28.63101 -11.30869 1.53468
H 26.55488 -10.20151 2.30792
H 26.72528 -11.73256 3.03100
H 25.59012 -11.58416 1.73517
H 28.42795 -11.27144 -0.78949
H 27.67367 -10.09796 0.11264
C 23.24250 -7.00616 -0.67222
O 23.16690 -7.69868 -1.92468
C 23.01074 -9.11550 -1.87695
C 24.34425 -9.79591 -1.49481
C 25.28339 -9.78184 -2.72633
N 24.09247 -11.15602 -1.24157
H 22.28853 -7.05106 -0.14684
H 23.35193 -5.93898 -0.86524
H 24.03982 -7.18751 0.04854
H 22.08561 -9.35665 -1.35341
H 22.79368 -9.41787 -2.90142
H 24.85782 -9.31138 -0.66440
H 24.96834 -10.05913 -3.73229
H 26.18964 -10.34131 -2.49437
H 25.64212 -8.75342 -2.68452
H 24.96775 -11.57642 -0.96362
H 23.50027 -11.24001 -0.42772
*
```

Structure (SMILES)   COC[C@H](C)N.COC[C@H](C)N.COC[C@H](C)N.COC[C@H](C)N.COC[C@H](C)N
HOMO energy   -0.3250 Eh
Orbital gap   9.522 eV

b | The following is a DFT calculation (ωB97M-V with the def2-TZVPD basis set) of a cluster of 5 separate species, C20H55N5O5 in total.

```
! wB97M-V def2-TZVPD RIJCOSX def2/J DEFGRID3
* xyz 0 1
C -12.04786 -21.08470 27.18676
O -11.33323 -20.51672 28.32744
C -10.65927 -21.41961 29.13735
C -10.39982 -20.98092 30.51890
C -9.44690 -19.86325 30.66217
N -9.87067 -22.11285 31.30991
H -11.88115 -20.31845 26.42968
H -13.12820 -21.13603 27.32215
H -11.66761 -21.97399 26.68409
H -11.32819 -22.24112 29.39379
H -9.80343 -21.83255 28.60339
H -11.37799 -20.72238 30.92443
H -8.45389 -20.10395 30.28257
H -9.49065 -19.59247 31.71710
H -9.65804 -18.92701 30.14548
H -10.51323 -22.89156 31.28107
H -9.69034 -21.90452 32.28160
C -0.77907 -13.25479 26.80936
O -1.85485 -13.86918 26.10389
C -2.47074 -15.03671 26.67353
C -1.67668 -16.29301 26.94260
C -1.33150 -17.17232 25.65816
N -2.51722 -17.18096 27.72809
H -0.67387 -12.20723 26.52713
H 0.17097 -13.69108 26.50087
H -0.96655 -13.26321 27.88308
H -3.05201 -14.74747 27.54907
H -3.27776 -15.38027 26.02640
H -0.79893 -16.12891 27.56768
H -0.73232 -16.59244 24.95615
H -2.16328 -17.56654 25.07435
H -0.82119 -18.05701 26.03895
H -3.17823 -17.64654 27.12277
H -1.78973 -17.87004 27.85475
C -8.44414 -18.94178 23.27481
O -7.04628 -18.62555 23.56289
C -6.13577 -19.79008 23.55798
C -4.72719 -19.27931 23.61850
C -3.56295 -20.28739 23.51075
N -4.67397 -18.51672 24.85592
H -8.49960 -18.61170 22.23747
H -9.21753 -18.38743 23.80647
H -8.72765 -19.99415 23.25931
H -6.27612 -20.57573 24.30038
H -6.22013 -20.28014 22.58802
H -4.63472 -18.63862 22.74154
H -3.56701 -20.79902 22.54829
H -3.71042 -21.09094 24.23232
H -2.59063 -19.80424 23.41450
H -4.69829 -19.23167 25.56891
H -5.55996 -18.09617 25.09730
C -4.59439 -22.77748 27.21017
O -3.68134 -21.87097 27.55132
C -2.33962 -22.01379 27.08435
C -1.55245 -20.67048 27.09802
C -0.29177 -20.85012 26.38111
N -1.21439 -19.99856 28.40819
H -4.83557 -22.79464 26.14732
H -5.57755 -22.66124 27.66623
H -4.17419 -23.70885 27.58974
H -1.82938 -22.80313 27.63634
H -2.31214 -22.31517 26.03720
H -2.19712 -19.95217 26.59153
H 0.43337 -20.04491 26.49903
H -0.48729 -20.98466 25.31726
H 0.27178 -21.73772 26.66867
H -1.93567 -20.17897 29.09179
H -0.40133 -20.41406 28.83993
C -7.72308 -20.03201 27.24401
O -6.55623 -19.29643 26.88792
C -5.67363 -18.98879 27.97265
C -6.16395 -18.01448 29.04470
C -6.81563 -16.78433 28.48731
N -5.16622 -17.57997 29.91037
H -8.40360 -19.46160 27.87617
H -7.51944 -20.95236 27.79135
H -8.24862 -20.24899 26.31405
H -5.32214 -19.88750 28.47948
H -4.80096 -18.49677 27.54316
H -6.87466 -18.66724 29.55155
H -7.12455 -16.20688 29.35864
H -7.73557 -17.01981 27.95219
H -6.07627 -16.24206 27.89791
H -4.32171 -17.33742 29.41230
H -5.38023 -16.65498 30.25489
*
```

Structure (SMILES)   COC[C@H](C)N.COC[C@H](C)N.COC[C@H](C)N.COC[C@H](C)N.COC[C@H](C)N
HOMO energy   -0.3199 Eh
Orbital gap   9.346 eV

According to the calculations, the structures order from most to least stable as b, a.